1.
# C6H12O

The molecule C6H12O (ωB97M-V with the def2-TZVPD basis set, OMol25).

Computed properties:
M	100.161	g mol⁻¹
HOMO energy	-9.42	eV
HOMO-LUMO gap	0.38841	Ha
SMILES	CC[C@H]1CCCO1
energy above the lowest of the compared OMol25 structures with the same formula, charge and spin	11.6	kcal/mol

Geometry (Å):
C  -1.71194  0.17824  -0.05572
H  2.60503  -0.09577  1.00430
C  -2.08254  0.53797  1.37875
H  0.11011  -0.65945  -2.30582
H  0.20028  1.02092  -1.73395
C  1.88770  -0.16446  -1.07498
C  -0.28857  -0.37930  -0.17371
H  2.58177  0.37757  -1.72244
H  -2.00128  -0.33327  2.03775
H  2.17586  -1.22077  -1.06842
H  -0.32106  -1.47634  -0.06523
H  -3.10312  0.93148  1.43698
H  -2.41257  -0.56525  -0.45831
H  2.05346  1.46657  0.37417
O  0.55616  0.13810  0.85838
H  -1.81513  1.06566  -0.69438
H  -1.38890  1.29619  1.74909
C  0.42314  -0.02219  -1.47444
C  1.86356  0.38425  0.35419

Forces on atoms 1 to 6 (eV/Å):
C -0.017 0.026 -0.038
H -0.153 0.035 -0.075
C -0.037 0.010 0.066
H 0.107 0.062 0.073
H 0.011 -0.143 0.024
C 0.082 -0.041 0.006

2.
# C3H12N4

The molecule C3H12N4 (ωB97M-V with the def2-TZVPD basis set, OMol25).

Computed properties:
M	104.157	g mol⁻¹
HOMO energy	-8.55	eV
HOMO-LUMO gap	0.34559	Ha
SMILES	C[C@H](N)NC(N)N
energy above the lowest of the compared OMol25 structures with the same formula, charge and spin	7.3	kcal/mol

Geometry (Å):
H  -0.35295  0.89320  2.00984
H  0.72458  -0.48336  -2.04579
N  -1.34194  -1.29244  -1.33524
H  -0.09311  -2.49363  -0.25109
H  -0.05731  1.47743  -0.97794
N  0.99802  -1.03211  -1.24170
H  1.61717  -0.47234  -0.66203
N  1.51806  0.75624  0.97695
H  1.78425  1.72718  1.11924
H  -2.14626  -1.71311  -0.88471
H  -0.39664  2.61764  0.33267
H  -1.61765  1.40750  -0.09957
C  -0.54587  1.58982  -0.00782
N  -0.37212  -0.74457  0.80830
H  1.94444  0.19845  1.71205
C  0.05284  0.62156  1.01148
H  -1.55256  -0.32443  -1.52260
C  -0.17759  -1.41767  -0.49239
H  0.01465  -1.31533  1.55034

Forces on atoms 1 to 6 (eV/Å):
H 0.191 -0.049 -0.375
H 0.091 -0.082 -0.099
N -0.067 -0.360 -0.419
H -0.129 0.360 0.092
H -0.102 0.016 0.053
N 0.106 0.207 -0.063

3.
# C27H41N3PRu

C27H41N3PRu as an isolated structure at a distorted geometry (ωB97M-V with the def2-TZVPD basis set, OMol25).

Computed properties:
M	539.690	g mol⁻¹
HOMO energy (alpha / beta)	-9.14 / -10.98	eV
HOMO-LUMO gap (alpha / beta)	0.20569 / 0.23481	Ha
charge	+1
<S²>	6.04
2S+1	5

Geometry (Å):
C  -3.41658  -0.24050  -1.95976
H  2.40800  1.40680  1.28352
H  -0.81439  -0.78090  3.95162
C  -0.99620  -2.66495  -3.53117
H  -0.65646  -3.52509  -4.12490
H  1.60280  3.34424  2.49655
C  -2.04409  -0.99737  0.65586
H  -2.03230  -2.86281  -3.21950
H  -0.29836  1.92005  -5.11141
H  -2.42772  -3.62520  -1.11911
H  -1.10880  1.36409  5.03139
H  -2.25877  1.15538  1.00638
H  0.82708  -1.45238  3.74663
H  -0.55237  2.57061  1.68598
C  1.51545  2.79535  3.44521
H  1.52062  -2.25547  1.81986
C  0.66837  3.17022  -3.63320
N  0.09840  2.47359  3.69525
C  -0.54441  1.86775  2.53059
H  -3.95156  2.53896  -1.30102
H  1.19226  -0.94361  -4.33161
C  2.12510  0.81621  2.16751
C  0.05574  1.13853  -1.81634
H  1.87149  3.41161  4.27950
H  2.34439  -0.21638  -3.19448
H  3.63635  -1.92758  -0.78132
H  2.46925  1.33245  5.46738
N  0.73987  0.38358  4.77606
C  1.52245  -1.54257  -0.95362
C  -2.92129  2.17677  -1.36894
H  2.76230  -0.07954  2.19181
H  0.93001  3.95156  -4.34345
C  -2.81380  0.73200  -1.01072
P  0.33511  0.30328  1.99590
C  -0.05250  1.62642  4.88858
H  2.94975  -0.93930  0.51472
C  2.15789  0.75278  4.58828
C  0.69824  2.27350  -1.38203
C  0.92957  -2.93481  1.19618
C  -0.35679  1.02512  -3.14344
C  -0.41467  -2.85740  -1.02770
C  1.00689  3.30397  -2.28309
H  -1.58444  1.61825  2.79000
H  2.62435  -1.84555  -3.82450
H  0.32014  2.18098  5.75944
H  -4.49958  -0.08861  -2.05922
H  -1.61091  -3.85717  0.44181
H  -1.00435  -1.79108  -4.19583
C  -1.45793  -3.83972  -0.64470
H  -3.25081  -1.28803  -1.69679
H  2.75663  -0.16369  4.51183
C  0.57345  -2.29610  -0.10504
C  -0.02082  2.03462  -4.05815
H  -3.01721  -0.11530  -2.98045
Ru  -0.26258  -0.37816  -0.22029
C  1.84396  -1.15278  -3.47632
H  0.02152  -3.19798  1.75094
H  -2.29937  2.78438  -0.69458
H  3.19781  -0.23360  -1.08946
C  1.07282  -1.65874  -2.31316
N  2.34584  1.58311  3.38681
C  -2.27964  0.37407  0.24272
H  -1.15120  -4.84759  -0.96669
H  -0.95080  0.17559  -3.48231
H  -2.61824  -1.78570  0.15574
H  -1.88905  -1.20080  1.71369
H  1.51495  4.19041  -1.91351
H  1.52779  -3.84940  1.06182
H  0.96105  2.37419  -0.32225
C  2.89745  -1.14304  -0.55595
C  -0.13397  -2.40901  -2.33931
C  0.23557  -0.52295  3.73212
H  -2.56874  2.36038  -2.38630

Forces on atoms 1 to 6 (eV/Å):
C 0.346 -0.555 -0.695
H 0.036 -0.118 0.236
H 0.340 0.087 -0.090
C -0.156 0.003 -0.123
H -0.046 0.172 0.141
H 0.007 -0.082 0.320

Question: M of number 1 (C6H12O)?
Answer: 100.161 g mol⁻¹